No. 1
Computed, not measured: 11 unconnected molecules or ions with the total composition C5H33NO10S2, with the ωB97M-V functional and the def2-TZVPD basis.

XYZ file:
```
51
Properties=species:S:1:pos:R:3:forces:R:3
C -1.76089 -1.02824 0.24315 -2.0 -1.5 1.8
C -0.26541 -1.07641 0.41378 0.0 0.2 1.0
N 0.30637 0.29211 0.41317 1.2 -1.7 -3.0
C 1.74706 0.22892 0.80873 -1.3 1.9 0.7
C 2.32035 1.56514 0.36409 0.6 0.2 1.4
C 2.75820 1.64154 -1.08811 -2.4 0.9 -0.5
S 3.90170 0.37258 -1.65164 0.6 0.1 0.2
S 2.81452 -1.16686 -2.46364 -0.3 0.5 -0.9
H -2.23646 -0.08393 0.55661 0.6 -0.2 -0.3
H -2.26843 -1.79109 0.96433 0.9 0.9 -1.2
H -2.14218 -1.27571 -0.74434 0.6 0.0 0.1
H 0.19438 -1.75659 -0.30671 0.1 0.3 -0.3
H -0.02969 -1.55420 1.39430 -0.1 0.6 -0.4
H 0.37973 0.58845 -0.59491 -0.6 -0.4 1.0
H 1.64334 0.19120 1.88717 0.7 -0.1 0.3
H 2.35474 -0.59282 0.48476 -0.2 -0.5 -0.5
H 3.10265 1.87561 1.04764 1.0 -0.4 -0.1
H 1.60776 2.32856 0.68405 -0.5 0.1 -0.9
H 2.94775 2.68831 -1.37512 1.5 -0.4 0.3
H 1.85179 1.65346 -1.72445 0.1 -1.1 0.1
H 2.57578 -2.13126 -1.55932 0.5 0.6 0.7
O -0.66919 -0.00473 4.36720 0.3 0.6 -1.2
H -1.11965 -0.38931 3.59702 -0.4 -0.2 0.5
H -0.34375 0.79240 3.85495 -0.4 -0.6 0.8
O -3.40182 0.05441 -1.87273 0.4 0.2 -1.4
H -3.75805 -0.71980 -1.43920 -0.4 0.3 0.3
H -3.77328 0.85676 -1.50115 -0.3 -0.5 0.4
O 2.45647 -2.86176 0.67669 -0.1 -0.2 0.2
H 1.75609 -2.67830 1.31811 0.1 0.0 0.1
H 3.24757 -2.61077 1.16554 0.1 -0.1 -0.1
O -1.10573 1.07143 -3.63080 -0.2 2.1 0.1
H -0.53915 0.59904 -4.23654 -0.2 -1.0 0.5
H -1.54608 0.63352 -2.89827 0.3 -0.8 -0.4
O -4.11593 1.38698 0.50077 0.0 -0.8 -1.3
H -4.40607 1.24306 1.39777 0.1 0.9 0.3
H -3.81460 2.25464 0.21960 -0.2 0.2 1.2
O 0.87313 -3.09057 -2.48830 -0.8 -0.8 0.2
H 0.36381 -3.83379 -2.83991 0.2 0.0 -0.3
H 0.73045 -3.21646 -1.53883 0.2 0.2 0.0
O -0.36364 3.85615 0.53415 -0.2 0.2 0.0
H -0.89625 4.43329 1.09212 0.0 0.0 0.0
H -0.44567 4.23176 -0.34927 0.1 -0.1 0.0
O 1.35614 -1.63626 3.60182 -0.3 0.8 0.4
H 0.58286 -1.03203 3.77140 0.4 -0.7 -0.1
H 1.93271 -1.26644 4.28609 0.3 -0.5 -0.2
O -0.40680 1.69714 2.42065 -0.3 1.1 1.0
H 0.14302 2.47865 2.52996 -0.1 0.1 -0.2
H -0.60282 1.63665 1.47251 0.5 -0.4 -0.1
O -1.33320 -1.72687 -4.24314 -0.1 -0.6 -1.1
H -0.55747 -1.88789 -3.69791 -0.3 0.3 0.6
H -2.04617 -1.23968 -3.82385 0.4 0.0 0.5
```
Positions in Å, forces in eV/Å.

Summary:
Orbital gap: 8.625 eV
LUMO: -0.2 eV

***

No. 2
Computed, not measured: 13 unconnected molecules or ions with the total composition C5H33NO12, with the ωB97M-V functional and the def2-TZVPD basis.

XYZ file:
```
51
Properties=species:S:1:pos:R:3:forces:R:3
C 1.70262 -1.17508 0.38827 -0.6 0.7 1.7
N 2.36499 -0.35529 -0.60721 0.3 -0.1 -0.1
C 1.76955 0.86817 -1.01473 -0.8 0.3 0.2
C 0.45957 1.10401 -0.99527 0.0 0.7 -0.1
C 2.84369 3.00224 -0.49562 0.9 0.7 -0.1
C 2.75708 1.95353 -1.29449 -0.4 -1.0 -0.1
H 2.00383 -2.21528 0.37677 -0.1 -0.1 -0.4
H 1.94928 -0.79719 1.39258 0.7 -0.2 -0.1
H 0.62237 -1.05013 0.53745 -0.2 -0.5 -1.2
H 2.72460 -0.86988 -1.40166 -0.1 -0.1 0.0
H -0.29820 0.40794 -0.68032 0.0 -0.3 0.0
H 0.11899 2.10119 -1.28183 0.1 -0.3 0.1
H 2.16947 3.22675 0.31533 -0.3 -0.4 0.1
H 3.67884 3.69523 -0.57098 -0.2 0.0 -0.3
H 3.44262 1.72259 -2.11112 0.2 0.4 0.3
H -2.46158 -1.27933 1.26791 0.8 -0.7 0.2
H -1.63690 -2.58334 0.83113 0.1 0.2 0.4
O -2.33120 -1.96990 0.58842 -0.9 0.2 0.0
H -2.80621 2.47388 -0.50773 -0.2 0.0 0.1
H -1.84370 3.01823 0.55608 -0.2 0.0 0.4
O -2.77590 3.03525 0.28652 0.1 -0.3 -0.2
H -2.74010 0.29222 2.11977 -0.2 0.2 1.1
H -2.36879 -0.41474 3.49545 -0.5 0.2 0.0
O -2.03016 -0.10279 2.65616 0.6 -0.3 -0.9
H -2.68070 -1.63378 -1.00525 1.3 -0.2 -0.6
H -2.84457 -2.31070 -2.33743 0.3 0.0 -0.5
O -2.25456 -1.67082 -1.91820 -1.7 -0.2 0.6
H -3.84534 1.90643 1.51957 -0.7 0.5 0.1
H -5.27466 1.70165 2.23968 0.2 0.4 -0.2
O -4.44970 1.28837 1.98200 0.6 -0.6 -0.2
H -0.70717 -2.57680 -1.78800 0.2 0.0 -0.7
H 0.42773 -3.58978 -1.65466 0.0 -0.1 0.0
O 0.01751 -2.99923 -2.29973 -0.2 -0.3 0.8
H 1.68841 1.94116 3.74066 -0.4 0.3 0.0
H 2.36675 1.24099 2.64353 -0.1 0.0 -0.6
O 1.56721 1.77562 2.79705 0.8 -0.4 0.7
H -0.48941 3.97451 2.31371 0.0 0.0 0.1
H -0.00570 2.52361 2.45304 -0.3 0.1 -0.1
O -0.81280 3.07582 2.43606 0.2 0.0 -0.2
H 0.21718 -5.80831 -0.83838 0.1 0.0 0.0
H 1.60595 -5.34070 -0.36326 -0.1 -0.1 0.0
O 0.66625 -5.13120 -0.31926 0.0 0.1 0.0
H 1.28682 -2.53701 -3.91419 0.0 0.1 0.0
H 0.58409 -1.25372 -3.76767 0.0 0.2 0.1
O 1.38813 -1.61032 -4.15697 0.2 0.1 -0.3
H -3.14984 0.05662 -1.83589 0.5 0.1 -0.3
H -2.06027 1.06442 -2.29074 0.1 -0.4 -0.1
O -2.85797 0.97358 -1.76650 -0.4 0.8 0.3
H 4.72305 -0.14298 1.68348 0.0 -0.1 -0.1
H 3.56088 0.48972 0.86857 0.3 -0.3 -0.2
O 4.01798 0.50456 1.72790 -0.2 0.4 0.3
```
Positions in Å, forces in eV/Å.

Summary:
Orbital gap: 8.694 eV
LUMO: 0.1 eV

***

No. 3
Computed, not measured: 13 unconnected molecules or ions with the total composition C5H33NO14, with the ωB97M-V functional and the def2-TZVPD basis.

XYZ file:
```
53
Properties=species:S:1:pos:R:3:forces:R:3
O 2.78696 -0.26825 -2.18223 -0.1 -0.3 0.2
C 1.78061 0.27813 -2.50783 0.8 1.6 -1.1
O 1.68926 1.34456 -3.34622 -1.0 0.5 0.0
C 0.36666 0.17787 -2.22939 -3.0 -2.3 3.2
C -0.38016 -0.52745 -3.47831 1.2 1.2 -0.7
C -1.56276 0.34331 -3.74687 -1.5 -0.7 1.9
C -2.64596 0.32014 -2.95407 -1.0 4.3 -3.4
N 0.23234 -0.43410 -0.85955 1.5 -1.6 0.5
H 2.45009 1.69513 -3.72024 2.9 0.6 -1.1
H -0.06924 1.21394 -2.06398 0.6 -1.4 -0.7
H -0.58552 -1.58795 -3.38135 -0.1 0.0 0.7
H 0.28481 -0.43088 -4.37443 -0.3 -0.2 0.8
H -1.44404 1.14330 -4.43309 0.1 0.6 -0.6
H -2.94706 -0.33003 -2.25480 -0.3 -2.8 2.5
H -3.48104 1.14140 -3.03302 1.8 -1.4 -0.3
H 0.79790 -1.34800 -0.67959 -1.5 2.1 -1.1
H -0.71068 -0.62164 -0.53346 0.0 -0.1 -0.7
H -0.52146 -2.26399 2.26567 0.0 -0.4 0.1
H 0.07809 -3.17514 1.24697 6.4 -2.5 -2.1
O -0.68101 -2.85946 1.50950 -6.2 3.0 2.0
H 1.56751 2.81975 -1.60257 -1.5 0.7 -1.3
H 2.49973 2.69214 -0.71181 1.7 -0.1 1.5
O 1.94571 3.42289 -0.96279 0.1 -0.7 -0.3
H 0.21099 -2.43121 4.50899 -0.9 0.4 -0.4
H 0.47368 -1.30332 3.60844 2.1 2.1 -1.4
O -0.23705 -1.78317 3.92125 -1.6 -2.5 2.3
H 1.01011 2.15794 3.20672 0.0 0.1 -0.1
H 2.48688 2.13212 3.52080 -0.5 -0.1 0.4
O 1.63160 1.78042 3.84199 0.9 0.3 -0.1
H 1.62838 3.96584 0.87970 -1.6 0.2 2.1
H 0.22609 3.49903 1.11323 0.2 0.3 0.6
O 0.93279 3.92508 1.64284 1.3 -0.5 -2.5
H -2.97781 -0.97997 0.13048 0.3 1.1 1.1
H -4.38921 -1.61724 -0.08891 1.2 0.2 -0.2
O -3.48613 -1.50452 -0.46398 -1.6 -1.5 -0.9
H -1.89443 2.11905 2.95650 0.6 1.6 -1.0
H -0.93453 3.43718 2.88791 -1.7 -1.2 -1.0
O -1.62808 2.89867 2.37193 1.0 -0.3 2.1
H -1.35637 0.07843 1.20355 -0.9 0.6 0.1
H -2.16456 1.35392 0.81631 0.1 -0.2 0.1
O -2.27060 0.42973 1.08749 1.0 -0.4 0.1
H -1.74819 -3.05460 -1.26472 1.1 -0.3 -0.3
H -0.54024 -3.88816 -0.87098 0.7 -2.1 2.3
O -0.83386 -3.32627 -1.52395 -1.9 2.3 -2.2
H 1.07890 0.10936 1.37011 0.8 0.0 1.5
H 1.69790 0.06147 3.01652 -0.4 1.3 -1.4
O 1.15006 -0.28776 2.28176 -0.3 -1.1 -1.0
H 3.55914 -0.15257 1.84327 -0.8 -0.4 0.1
H 4.90050 0.03227 1.21369 -0.4 0.6 0.4
O 4.23948 0.50521 1.76048 1.0 -0.1 -0.6
H -2.30657 -4.15506 1.75218 -1.7 0.2 -3.1
H -2.70493 -3.51102 0.42991 2.3 8.5 -5.0
O -2.88310 -4.19149 0.88164 -1.1 -9.0 8.1
```
Positions in Å, forces in eV/Å.

Summary:
Orbital gap: 9.457 eV
LUMO: -0.1 eV

***

No. 4
Computed, not measured: 12 unconnected molecules or ions with the total composition C5H34N2O12, with the ωB97M-V functional and the def2-TZVPD basis.

XYZ file:
```
53
Properties=species:S:1:pos:R:3:forces:R:3
C -3.24630 -0.92871 -0.17131 2.7 -0.6 -2.4
N -2.03142 0.00927 -0.27791 -1.3 -1.2 1.7
C -1.15312 0.07463 0.91406 -1.1 0.5 -0.2
C -0.30246 -1.19480 1.06065 0.7 0.1 0.3
O 0.36345 -1.32268 2.07228 -1.0 -0.7 -1.2
C -2.48288 1.30948 -0.63823 -0.9 1.7 -2.7
C -1.73990 1.65366 -1.96032 -2.2 -0.4 -1.7
N -0.65706 2.56371 -1.75085 1.0 1.5 1.2
H -2.85831 -1.97042 -0.28899 -0.4 0.7 0.2
H -3.76530 -0.83122 0.71684 -1.1 0.3 2.1
H -3.93736 -0.72969 -1.02102 0.7 -0.1 0.5
H -1.78537 0.43848 1.83467 1.5 -1.0 -1.1
H -0.35837 0.86829 0.72795 -0.9 -0.8 0.2
H -0.17993 -1.90203 0.10468 -0.6 1.3 2.3
H -3.57025 1.45367 -0.80316 0.3 -1.1 -0.2
H -2.39778 2.19381 -0.00940 1.0 -0.3 1.0
H -1.44856 0.66522 -2.44504 0.0 1.3 0.7
H -2.44668 2.12172 -2.73353 0.9 -0.5 1.0
H -0.33475 2.44147 -0.77234 0.1 -0.1 -0.8
H -1.05672 3.51944 -1.68974 0.4 -0.7 -0.4
O -2.07405 -1.10908 4.25265 0.3 0.9 1.1
H -1.68215 -1.27416 3.40601 0.4 -0.3 -0.8
H -1.38848 -0.56864 4.69982 -0.6 -0.6 -0.3
O -1.02205 -4.26251 -0.43149 2.5 -2.4 0.5
H -1.33463 -4.55401 -1.29390 -0.4 0.3 -0.4
H -0.30852 -5.00261 -0.26062 -2.0 2.3 -0.1
O 3.77780 0.08662 -0.32335 -1.3 -3.1 0.2
H 4.44184 0.68446 -0.09705 1.3 1.7 0.3
H 3.16693 0.48870 -0.94614 0.1 0.7 -0.3
O 1.20958 2.88783 0.94522 -1.7 -1.4 -2.7
H 1.08446 3.79393 0.74681 0.0 1.5 0.1
H 1.67554 2.77295 1.72043 1.3 0.0 3.1
O -1.73408 -3.13125 -3.04911 2.4 1.6 -0.1
H -1.63615 -2.66906 -3.90182 -0.8 -0.6 0.0
H -0.82953 -2.74095 -2.70393 -1.9 -1.3 -0.2
O 2.39196 -2.44401 -0.11688 -1.2 -2.5 1.0
H 3.17797 -2.91783 -0.36730 0.5 0.0 -0.2
H 2.48759 -1.56773 -0.38670 0.9 2.3 -0.6
O 0.38393 2.04239 3.85973 -1.3 0.8 1.9
H 0.65350 1.64023 3.06103 0.5 -1.3 -1.2
H -0.34139 1.50835 4.23629 0.6 0.4 -0.5
O 3.64691 2.63015 -0.16768 -1.1 0.6 1.6
H 3.55427 2.84316 -1.09595 -0.4 0.1 -0.1
H 2.72850 2.62976 0.30789 2.1 0.1 -2.1
O 2.31905 0.55433 2.48062 -0.7 0.7 1.6
H 2.73683 0.65367 1.66476 1.5 0.5 -2.5
H 2.21676 -0.38550 2.48140 -0.5 -1.1 0.5
O 2.04943 0.94880 -2.13335 1.2 -3.3 -0.3
H 1.54253 1.70893 -2.13288 -2.2 2.5 -0.1
H 1.45684 0.17861 -2.27898 0.5 0.8 -0.1
O 0.51899 -1.99203 -2.11413 -1.3 0.5 3.3
H 0.61849 -2.55428 -1.24789 0.6 0.7 -2.4
H -0.09960 -1.31252 -1.68281 0.8 -0.8 -1.3
```
Positions in Å, forces in eV/Å.

Summary:
Orbital gap: 9.524 eV
LUMO: 0.1 eV